# 1
{
  "formula": "C14H42NO17",
  "method": "ωB97M-V/def2-TZVPD",
  "symbols": ["N", "O", "O", "O", "C", "C", "O", "O", "H", "H", "H", "H", "H", "H", "C", "C", "O", "O", "H", "H", "H", "H", "H", "H", "C", "C", "O", "O", "H", "H", "H", "H", "H", "H", "C", "C", "O", "O", "H", "H", "H", "H", "H", "H", "C", "C", "O", "O", "H", "H", "H", "H", "H", "H", "C", "C", "O", "O", "H", "H", "H", "H", "H", "H", "C", "C", "O", "O", "H", "H", "H", "H", "H", "H"],
  "positions_angstrom": [[0.3863, -0.3831, -0.5416], [0.0368, -0.4198, -1.7318], [0.4262, -1.4173, 0.1570], [0.6113, 0.7231, 0.0145], [0.6270, -4.8787, -0.8776], [1.9650, -4.4970, -0.2962], [1.8556, -3.7201, 0.8869], [-0.0318, -3.8250, -1.5597], [-0.0379, -5.3603, -0.1495], [0.8169, -5.6673, -1.6220], [2.6012, -4.0579, -1.0740], [2.5055, -5.3920, 0.0297], [1.4957, -2.8466, 0.6784], [0.0038, -3.0238, -1.0120], [-3.5259, -0.0284, 2.0993], [-2.5691, 0.4190, 1.0219], [-1.8041, 1.5324, 1.3938], [-4.4464, 0.9979, 2.4557], [-2.9724, -0.3954, 2.9774], [-4.0870, -0.8944, 1.7197], [-3.1630, 0.5583, 0.1049], [-1.9464, -0.4577, 0.8009], [-0.9249, 1.3813, 1.0172], [-5.2515, 0.6249, 2.8138], [0.8509, 5.5874, -0.7996], [0.5167, 4.1275, -0.7272], [1.2137, 3.5479, 0.3747], [0.2663, 6.2762, 0.2988], [0.4191, 5.9659, -1.7322], [1.9381, 5.6954, -0.7968], [0.8621, 3.6389, -1.6459], [-0.5554, 3.9383, -0.6184], [1.0372, 2.5994, 0.3589], [0.2047, 7.2060, 0.0689], [2.9451, 0.9104, -3.2806], [3.3874, 1.8954, -2.1781], [4.7995, 1.8146, -2.0345], [1.5813, 1.0760, -3.6047], [3.1371, -0.0960, -2.8889], [3.5764, 1.1266, -4.1446], [2.8572, 1.6459, -1.2532], [3.0419, 2.8840, -2.5074], [4.9905, 2.0656, -1.1252], [1.0766, 0.5558, -2.9596], [-2.7406, 0.1750, -4.2628], [-3.9611, 1.0007, -4.6044], [-5.1436, 0.4410, -4.0536], [-2.5123, 0.3328, -2.8762], [-1.8633, 0.5219, -4.8202], [-2.9477, -0.8649, -4.5431], [-4.1084, 0.9926, -5.6879], [-3.7952, 2.0319, -4.2744], [-5.0544, 0.4390, -3.0935], [-1.5992, 0.1159, -2.6468], [-1.4228, -3.2531, 2.6329], [-0.2517, -2.7532, 3.4274], [0.3231, -3.8492, 4.1543], [-2.6427, -3.2284, 3.3773], [-1.2337, -4.2438, 2.2077], [-1.5862, -2.6325, 1.7468], [-0.5540, -1.9466, 4.0985], [0.5096, -2.3516, 2.7535], [1.1791, -3.5306, 4.4573], [-2.6911, -4.0277, 3.9083], [1.8185, 0.9821, 3.4313], [2.7840, 0.0739, 2.6797], [3.1472, 0.6766, 1.4467], [1.3834, 0.2965, 4.6028], [0.9774, 1.1359, 2.7488], [2.2644, 1.9484, 3.6689], [2.2782, -0.8899, 2.5666], [3.7161, -0.0868, 3.2276], [2.4927, 0.4144, 0.7862], [0.5173, 0.6465, 4.8294]],
  "e_above_lowest_kcal_mol": 0.0,
  "spin_multiplicity": 1,
  "homo_ev": -7.5,
  "total_charge": -1,
  "e_tot_ev": -51493.1933
}

# 2
{
  "formula": "C3H5NO2",
  "method": "ωB97M-V/def2-TZVPD",
  "symbols": ["C", "N", "C", "O", "C", "O", "H", "H", "H", "H", "H"],
  "positions_angstrom": [[-1.0943, 1.5936, -0.1755], [0.6674, 0.3667, -0.0178], [0.1751, -0.8329, 0.1903], [-0.8814, -1.3623, 0.4963], [1.4470, -1.7559, -0.0153], [1.8957, -2.0489, -1.0869], [-1.7429, 0.7454, -0.3733], [-1.4815, 2.2442, 0.6178], [-0.7483, 2.1333, -1.0535], [-0.0953, 1.2557, 0.4375], [1.7892, -2.1860, 0.9452]],
  "e_above_lowest_kcal_mol": 113.4,
  "spin_multiplicity": 1,
  "homo_ev": [-9.7, -9.7],
  "total_charge": 0,
  "e_tot_ev": -8772.7752
}

# 3
{
  "formula": "C5H10N",
  "method": "ωB97M-V/def2-TZVPD",
  "symbols": ["C", "N", "C", "C", "C", "C", "H", "H", "H", "H", "H", "H", "H", "H", "H", "H"],
  "positions_angstrom": [[-3.1256, -0.6415, 0.2208], [-2.1896, 0.0654, -0.1621], [-1.1863, 0.9348, -0.4399], [0.0872, 0.8134, 0.1463], [1.2877, -0.0225, -0.6583], [2.3619, -0.5716, 0.2974], [-3.5890, -0.3441, 1.2083], [-3.5155, -1.5492, -0.2876], [-1.5001, 1.7948, -0.9993], [0.1562, 0.0974, 0.9974], [0.5966, 1.7457, 0.4465], [0.6637, -0.9120, -0.9754], [1.7668, 0.6084, -1.4050], [2.9623, 0.1747, 0.8310], [2.1193, -1.2338, 1.0778], [3.1044, -0.9599, -0.2978]],
  "e_above_lowest_kcal_mol": 55.6,
  "spin_multiplicity": 1,
  "homo_ev": -15.1,
  "total_charge": 1,
  "smiles": "C=[N+]=CCCC",
  "e_tot_ev": -6827.7891
}

# 4
{
  "formula": "C22H50O20",
  "method": "ωB97M-V/def2-TZVPD",
  "symbols": ["C", "C", "C", "O", "C", "C", "C", "O", "O", "O", "H", "H", "C", "C", "O", "O", "H", "H", "H", "H", "H", "H", "C", "C", "O", "O", "H", "H", "H", "H", "H", "H", "C", "C", "O", "O", "H", "H", "H", "H", "H", "H", "C", "C", "O", "O", "H", "H", "H", "H", "H", "H", "C", "C", "O", "O", "H", "H", "H", "H", "H", "H", "C", "C", "O", "O", "H", "H", "H", "H", "H", "H", "C", "C", "O", "O", "H", "H", "H", "H", "H", "H", "C", "C", "O", "O", "H", "H", "H", "H", "H", "H"],
  "positions_angstrom": [[-1.4222, -1.0657, 0.1042], [-1.8791, -0.6798, 1.3790], [-0.8624, -0.4404, 2.4915], [-1.1565, -0.0157, 3.6337], [0.4850, -0.7045, 2.2390], [0.9645, -1.1775, 1.0057], [-0.0539, -1.2009, -0.2068], [0.3526, -1.4477, -1.3719], [2.1587, -1.5016, 0.7832], [-3.1151, -0.6733, 1.5656], [-2.2111, -1.2988, -0.5981], [1.1933, -0.5779, 3.0458], [4.0664, -1.0764, 3.5794], [4.6969, -2.2867, 2.9100], [3.7810, -3.1466, 2.2485], [3.6533, -0.0965, 2.6337], [4.7613, -0.6080, 4.2773], [3.2057, -1.4074, 4.1692], [5.2778, -2.9013, 3.5991], [5.4036, -1.9195, 2.1562], [3.1774, -2.6421, 1.6490], [2.9673, -0.5419, 2.0995], [1.6337, 1.1287, 5.9089], [1.0444, 2.1945, 6.8415], [0.0052, 2.9121, 6.1865], [0.7612, 0.0047, 5.7814], [2.5894, 0.7572, 6.2806], [1.7190, 1.5896, 4.9200], [1.9073, 2.8467, 7.0395], [0.6037, 1.7454, 7.7289], [0.4534, 3.2887, 5.4203], [0.2259, 0.1034, 4.9698], [-4.7226, 1.1132, -0.9568], [-4.6643, 1.9646, -2.2025], [-5.9595, 2.3720, -2.6820], [-5.2434, 1.8567, 0.1580], [-3.7330, 0.7884, -0.6273], [-5.3647, 0.2432, -1.1076], [-4.2171, 1.4094, -3.0348], [-3.9955, 2.8166, -2.0641], [-6.3285, 1.5734, -3.0684], [-5.2211, 2.7843, -0.0927], [3.2795, 1.7925, -1.8417], [2.8292, 2.5476, -3.0593], [2.1332, 1.8072, -4.0466], [4.2114, 2.5944, -1.1199], [3.6996, 0.7987, -2.0197], [2.4161, 1.6185, -1.1821], [3.7451, 2.9089, -3.5398], [2.2939, 3.4721, -2.8171], [1.5035, 1.1247, -3.7169], [4.3560, 2.1639, -0.2690], [3.2169, -4.0048, -2.0306], [2.0242, -3.9725, -2.9748], [0.7895, -3.9316, -2.2693], [3.5561, -2.6938, -1.5913], [4.1147, -4.2609, -2.5995], [3.0310, -4.6786, -1.1926], [2.0741, -4.8130, -3.6736], [2.0545, -3.0793, -3.6068], [0.6405, -3.0228, -1.9189], [2.9623, -2.3326, -0.9072], [-1.0037, 3.2110, 0.1004], [-0.5373, 3.9584, -1.1338], [-1.5702, 4.3263, -2.0580], [-1.9363, 4.0344, 0.7988], [-0.1644, 3.0409, 0.7724], [-1.4321, 2.2490, -0.1933], [0.2142, 3.3695, -1.6757], [-0.0366, 4.8972, -0.8678], [-1.1761, 5.0389, -2.5636], [-2.4598, 4.5067, 0.1443], [-1.1329, 2.0194, -4.3734], [-0.9832, 0.9491, -3.3159], [0.0494, 0.0283, -3.6347], [-1.3794, 1.4580, -5.6553], [-0.2323, 2.6351, -4.4238], [-1.9521, 2.6803, -4.0710], [-1.9161, 0.3683, -3.3154], [-0.7597, 1.4032, -2.3474], [0.0742, -0.6354, -2.9043], [-1.9807, 0.7241, -5.4833], [-2.9782, -4.7749, 0.7562], [-3.5725, -3.9045, -0.3485], [-4.3794, -2.8638, 0.1324], [-2.2359, -3.9573, 1.6297], [-2.3895, -5.5803, 0.3029], [-3.7901, -5.2522, 1.3086], [-4.1651, -4.4729, -1.0737], [-2.7377, -3.5242, -0.9552], [-3.8771, -2.4024, 0.8352], [-1.4289, -3.6511, 1.1979]],
  "spin_multiplicity": 1,
  "homo_ev": -2.5,
  "total_charge": -2,
  "e_tot_ev": -64573.3378
}

# 5
{
  "formula": "C26H26N2O2",
  "method": "ωB97M-V/def2-TZVPD",
  "symbols": ["O", "C", "O", "C", "C", "N", "C", "C", "C", "N", "C", "C", "C", "C", "C", "C", "C", "C", "C", "C", "C", "C", "C", "C", "C", "C", "C", "C", "C", "C", "H", "H", "H", "H", "H", "H", "H", "H", "H", "H", "H", "H", "H", "H", "H", "H", "H", "H", "H", "H", "H", "H", "H", "H", "H", "H"],
  "positions_angstrom": [[-0.0437, -2.5091, 1.6543], [1.1803, -2.3530, 1.4599], [2.0295, -3.3673, 1.6446], [3.3045, -2.9980, 1.0384], [3.0324, -1.7058, 0.2814], [1.8584, -1.2083, 1.0241], [1.0418, 0.1859, 1.3047], [0.1467, 0.4813, 0.1669], [-0.9123, -0.3456, -0.1211], [-1.7393, -0.2136, -1.1570], [-2.7960, -1.2224, -1.3712], [-2.2754, -2.6135, -1.6219], [-3.1495, -3.6851, -1.3985], [-2.7337, -4.9918, -1.6374], [-1.4257, -5.2445, -2.0728], [-0.5500, -4.1797, -2.2827], [-0.9703, -2.8590, -2.0594], [-1.6277, 0.9430, -2.0455], [-1.7463, 2.2562, -1.3238], [-0.8536, 3.2998, -1.6022], [-0.9129, 4.4932, -0.8912], [-1.8654, 4.6666, 0.1234], [-2.7733, 3.6301, 0.3935], [-2.6930, 2.4274, -0.3081], [1.7624, 1.4648, 1.8888], [1.7942, 1.8513, 3.2429], [2.6621, 2.8939, 3.6557], [3.4339, 3.5773, 2.7149], [3.3077, 3.2694, 1.3596], [2.4459, 2.2278, 0.9571], [3.6221, -3.8637, 0.4388], [4.0628, -2.7643, 1.8022], [3.8124, -1.0063, 0.3406], [2.9255, -2.0679, -0.7350], [0.5085, -0.3239, 2.1607], [0.4367, 1.2561, -0.5728], [-1.0729, -1.1899, 0.5674], [-3.4143, -0.8635, -2.1992], [-3.4342, -1.2417, -0.4713], [-4.1537, -3.4561, -1.0273], [-3.4336, -5.8064, -1.4695], [-1.1059, -6.2685, -2.2540], [0.4701, -4.3647, -2.6155], [-0.2780, -2.0261, -2.2190], [-0.6711, 0.8912, -2.5793], [-2.4197, 0.8238, -2.7896], [-0.0694, 3.1445, -2.3530], [-0.2090, 5.3015, -1.1161], [-1.8946, 5.5882, 0.7018], [-3.5369, 3.7623, 1.1686], [-3.3374, 1.5831, -0.0276], [1.1579, 1.3833, 3.9806], [2.7357, 3.1670, 4.7101], [4.1595, 4.3388, 3.0382], [3.8800, 3.8099, 0.6094], [2.3278, 2.0219, -0.1062]],
  "e_above_lowest_kcal_mol": 88.2,
  "spin_multiplicity": 1,
  "homo_ev": -7.4,
  "total_charge": 0,
  "smiles": "O=C1OCCN1[C@H](/C=C/N(Cc1ccccc1)Cc1ccccc1)c1ccccc1",
  "e_tot_ev": -34457.4139
}

# 6
{
  "formula": "C11H19BClN6O2",
  "method": "ωB97M-V/def2-TZVPD",
  "symbols": ["C", "C", "N", "C", "N", "C", "Cl", "C", "B", "O", "O", "N", "H", "H", "H", "H", "H", "H", "H", "H", "H", "H", "C", "C", "N", "H", "H", "H", "C", "C", "N", "H", "H", "H", "C", "C", "N", "H", "H", "H"],
  "positions_angstrom": [[1.6912, -0.4292, -2.7861], [0.8126, 0.3227, -1.9945], [-0.3976, -0.3761, -1.5653], [-0.3357, -1.0355, -0.4649], [-1.3876, -1.7420, 0.0824], [-0.6572, -2.7057, 0.9910], [-1.7113, -3.3567, 2.2370], [0.3790, -1.7353, 1.5670], [1.6825, -2.3217, 2.2957], [1.9976, -3.6548, 2.2267], [2.4778, -1.4663, 3.0395], [0.8682, -1.1263, 0.2926], [2.5476, -0.9005, -2.3015], [1.4938, -0.5810, -3.8470], [0.9754, 1.3556, -1.7022], [-1.2760, -0.3765, -2.0829], [-2.0409, -1.2191, 0.6629], [-0.2127, -3.4062, 0.2830], [-0.1995, -1.0801, 2.2238], [2.8084, -3.7345, 1.7049], [2.7704, -0.7593, 2.4466], [1.3326, -1.9210, -0.1828], [-2.6395, 2.9728, -1.0787], [-1.2053, 3.2254, -0.9016], [-0.0899, 3.4217, -0.7609], [-3.0409, 2.4834, -0.1928], [-3.1659, 3.9129, -1.2345], [-2.7996, 2.3318, -1.9437], [5.6154, -2.0333, -0.6908], [4.2793, -2.6313, -0.6558], [3.2420, -3.1094, -0.6301], [6.3640, -2.7982, -0.4938], [5.7972, -1.5983, -1.6717], [5.6900, -1.2553, 0.0665], [-5.0938, 4.5475, 1.6360], [-5.6395, 4.5675, 0.2749], [-6.0618, 4.5828, -0.7841], [-5.6339, 3.8201, 2.2387], [-4.0394, 4.2779, 1.6088], [-5.1969, 5.5316, 2.0879]],
  "spin_multiplicity": 1,
  "homo_ev": -12.0,
  "total_charge": 1,
  "e_tot_ev": -37940.2516
}

# 7
{
  "formula": "C2H4Cl2NO2",
  "method": "ωB97M-V/def2-TZVPD",
  "symbols": ["C", "C", "N", "O", "O", "Cl", "Cl", "H", "H", "H", "H"],
  "positions_angstrom": [[1.5525, -0.1706, -0.1223], [-1.4611, -0.1600, 0.4537], [0.8016, 0.1430, 0.8901], [1.0254, -0.0187, 2.1180], [1.2461, -0.3085, -1.4334], [-1.8519, -1.4461, 1.4643], [-1.0198, 1.4632, -2.0430], [-1.8427, -0.2418, -0.5690], [2.5802, -0.2858, 0.1658], [-1.4676, 0.8246, 0.8512], [0.4373, 0.2007, -1.7754]],
  "e_above_lowest_kcal_mol": 11.5,
  "spin_multiplicity": 1,
  "homo_ev": [-4.5, -4.8],
  "total_charge": -1,
  "e_tot_ev": -32766.7053
}

# 8
{
  "formula": "C19H44BrF3N2O8S6",
  "method": "ωB97M-V/def2-TZVPD",
  "symbols": ["N", "C", "C", "N", "Br", "C", "O", "O", "C", "C", "C", "F", "C", "F", "F", "H", "H", "H", "H", "H", "H", "H", "H", "C", "S", "O", "C", "H", "H", "H", "H", "H", "H", "C", "S", "O", "C", "H", "H", "H", "H", "H", "H", "C", "S", "O", "C", "H", "H", "H", "H", "H", "H", "C", "S", "O", "C", "H", "H", "H", "H", "H", "H", "C", "S", "O", "C", "H", "H", "H", "H", "H", "H", "C", "S", "O", "C", "H", "H", "H", "H", "H", "H"],
  "positions_angstrom": [[0.4171, -1.6010, 2.5961], [0.6564, -1.0408, 1.4844], [0.5282, 0.4590, 1.3121], [-0.5094, 0.9330, 0.3708], [-0.9111, -0.3220, -0.9561], [-1.7333, 1.3646, 0.9236], [-2.6574, 1.6490, 0.1931], [-1.8462, 1.5160, 2.2680], [-3.1345, 1.0562, 2.7023], [-3.1954, -0.4709, 2.5749], [-4.2880, -0.8930, 1.6308], [-5.3792, -0.1135, 1.5095], [-4.1955, -2.0112, 0.8974], [-3.7022, -3.1245, 1.4334], [-4.4954, -2.1212, -0.3866], [0.1362, -0.8801, 3.2625], [0.9953, -1.6895, 0.6892], [0.4645, 0.9283, 2.2846], [1.4797, 0.7720, 0.8809], [-3.2154, 1.2923, 3.7546], [-3.9500, 1.5742, 2.2183], [-2.2350, -0.8673, 2.2750], [-3.4263, -0.8851, 3.5625], [-0.5029, 4.7169, -3.1913], [-1.0483, 3.1671, -2.4682], [0.1443, 2.2766, -2.3872], [-2.0175, 2.6336, -3.8807], [0.1610, 5.2064, -2.4802], [0.0324, 4.5218, -4.1209], [-1.3684, 5.3484, -3.3829], [-1.3804, 2.5768, -4.7633], [-2.8303, 3.3390, -4.0485], [-2.4237, 1.6498, -3.6520], [-1.8723, -3.2582, 7.4131], [-1.8296, -2.6513, 5.7232], [-2.2138, -1.2095, 5.7530], [-3.2567, -3.5814, 5.1605], [-1.0727, -2.7711, 7.9675], [-2.8340, -3.0166, 7.8664], [-1.7125, -4.3368, 7.4070], [-4.1264, -3.3154, 5.7626], [-3.0414, -4.6470, 5.2446], [-3.4382, -3.3267, 4.1184], [3.9734, 2.8840, -4.7153], [3.7394, 2.0728, -3.1253], [5.0872, 1.6597, -2.6467], [2.9291, 0.6117, -3.7808], [4.5028, 3.8184, -4.5412], [4.5633, 2.2446, -5.3729], [2.9995, 3.0916, -5.1595], [3.5857, 0.1205, -4.5005], [1.9903, 0.9032, -4.2506], [2.7247, -0.0582, -2.9487], [0.8178, -7.1308, 3.0724], [0.6368, -6.6910, 4.8054], [-0.7901, -6.3260, 5.0181], [1.5646, -5.1534, 4.7041], [0.2686, -8.0537, 2.8996], [0.4082, -6.3359, 2.4488], [1.8731, -7.2859, 2.8479], [1.1037, -4.4901, 3.9695], [2.5960, -5.3734, 4.4264], [1.5437, -4.6823, 5.6845], [4.3860, -2.8240, 1.6363], [5.0214, -1.1428, 1.7131], [3.8894, -0.2363, 1.3918], [6.0419, -1.2595, 0.2387], [3.6814, -2.9545, 2.4560], [3.8761, -2.9800, 0.6852], [5.2113, -3.5280, 1.7455], [5.4207, -1.5197, -0.6181], [6.8143, -2.0134, 0.3933], [6.5052, -0.2897, 0.0717], [-0.3102, 6.5342, -7.0678], [-2.0016, 6.6621, -6.4725], [-2.2950, 5.4119, -5.7219], [-2.7813, 6.5053, -8.0838], [0.3534, 6.5686, -6.2061], [-0.1779, 5.5903, -7.5969], [-0.0945, 7.3742, -7.7277], [-2.4839, 5.5635, -8.5448], [-2.4871, 7.3465, -8.7111], [-3.8591, 6.5185, -7.9383]],
  "spin_multiplicity": 1,
  "homo_ev": -8.4,
  "total_charge": 0,
  "e_tot_ev": -182974.9336
}